(1)
{"formula": "C4H7ClSi", "method": "ωB97M-V/def2-TZVPD", "species": ["C", "C", "C", "C", "Si", "Cl", "H", "H", "H", "H", "H", "H", "H"], "xyz": [[-0.85770, -1.71658, 1.82541], [0.62735, 0.05992, -2.26640], [-1.04761, -0.68487, 0.99771], [1.13595, 0.82725, -1.33784], [0.51351, 0.90667, 0.48708], [-0.65861, 2.67970, 0.37831], [-1.76799, -2.28982, 2.12870], [-0.00864, -1.97931, 2.45449], [0.86074, 0.31588, -3.28090], [-0.12822, -0.74134, -2.06820], [-2.12171, -0.37817, 0.89249], [1.79701, 1.61829, -1.62260], [1.65594, 1.38239, 1.41175]], "atomic_forces_ev_per_a": [[-0.592, 0.754, 0.336], [-2.622, -2.947, -2.804], [-1.367, -0.097, 1.086], [0.124, 1.886, 4.803], [2.187, -0.476, -0.614], [-0.109, -0.781, 0.213], [0.604, 0.352, -0.488], [0.401, 0.074, -0.732], [0.418, -0.741, -0.613], [0.521, 1.062, -0.298], [0.949, 0.021, -0.720], [0.282, 0.727, 0.078], [-0.795, 0.164, -0.250]], "mulliken_spin": [-0.05, 0.39, 0.48, 0.37, 0.42, 0.15, 0.04, 0.00, 0.02, 0.01, 0.04, 0.02, 0.10], "e_lumo_ev": [0.4, -4.8], "homo_ev": [-4.5, -9.4], "relative_energy_ev": 1.720, "spin_multiplicity": 3}

=====

(2)
{"formula": "C47H42N9O2Zr", "method": "ωB97M-V/def2-TZVPD", "species": ["Zr", "C", "C", "C", "C", "C", "C", "C", "N", "N", "C", "C", "C", "C", "C", "C", "N", "C", "C", "C", "C", "C", "C", "N", "H", "H", "H", "H", "H", "H", "H", "H", "H", "H", "H", "H", "H", "H", "H", "H", "H", "H", "H", "H", "C", "C", "O", "C", "C", "C", "N", "N", "C", "O", "C", "C", "C", "C", "C", "C", "H", "H", "H", "H", "H", "H", "H", "H", "H", "H", "H", "H", "N", "C", "C", "C", "C", "C", "C", "C", "C", "C", "C", "C", "C", "N", "C", "C", "C", "C", "N", "H", "H", "H", "H", "H", "H", "H", "H", "H", "H"], "xyz": [[0.41245, -1.28804, -0.44073], [-1.47386, 3.67861, 1.18782], [-1.18055, 5.18901, 1.13558], [-0.61299, 5.58341, 2.44686], [0.58139, 6.40320, 2.52599], [1.19997, 6.62444, 3.77602], [0.65508, 5.97974, 4.88169], [-0.61403, 5.44744, 4.73493], [-1.25605, 5.29783, 3.56467], [-2.00769, 3.06477, -0.05889], [-3.10852, 3.78726, -0.57530], [-2.99567, 4.19442, -2.00036], [-1.93108, 3.90840, -2.87746], [-1.97463, 4.38172, -4.19514], [-3.00098, 5.26150, -4.55164], [-3.95893, 5.61656, -3.55836], [-3.99519, 5.06493, -2.35344], [-2.22085, 1.66020, 0.19021], [-2.74475, 0.85019, -0.96360], [-4.06563, 1.05977, -1.43598], [-4.42970, 0.50494, -2.61854], [-3.50407, -0.30764, -3.29945], [-2.30560, -0.62203, -2.66690], [-1.96006, -0.13419, -1.42452], [-0.50357, 3.20417, 1.42713], [-2.15342, 3.38478, 1.99651], [-0.57452, 5.44565, 0.27150], [-2.16420, 5.75968, 1.09528], [1.09341, 6.82198, 1.61291], [2.08415, 7.32408, 3.73648], [1.19317, 5.86021, 5.77326], [-1.11493, 5.05776, 5.58855], [-4.05292, 3.22161, -0.45263], [-3.23075, 4.70149, -0.03446], [-1.12019, 3.25473, -2.54970], [-1.15778, 4.12984, -4.85518], [-3.07752, 5.63373, -5.57841], [-4.79202, 6.27447, -3.72806], [-1.25542, 1.30219, 0.58986], [-2.90872, 1.45183, 1.09001], [-4.70576, 1.78371, -0.90237], [-5.39734, 0.75016, -2.99867], [-3.80587, -0.84114, -4.20381], [-1.62188, -1.37642, -3.05228], [2.10156, 2.90532, -0.96445], [1.68034, 1.47986, -1.33696], [1.16744, 0.74658, -0.39823], [1.94505, 1.13253, -2.64091], [1.63775, -0.11881, -3.21534], [1.65167, -0.27517, -4.71839], [1.14767, -1.15978, -2.51347], [1.06820, -2.38431, -3.16271], [0.36782, -3.24109, -2.50189], [-0.11309, -2.99747, -1.29415], [0.32681, -4.62471, -2.89282], [-0.36921, -5.48472, -2.02869], [-0.08473, -6.83645, -2.08263], [0.76639, -7.31457, -3.06023], [1.36980, -6.45610, -3.97191], [1.02889, -5.12723, -3.97853], [1.97404, 2.96428, 0.14624], [1.47505, 3.73952, -1.43048], [3.08952, 3.00640, -1.41137], [2.27475, 1.90127, -3.30784], [2.58434, 0.25590, -4.94255], [0.86140, 0.23166, -5.30032], [1.75237, -1.29536, -4.95211], [-1.12143, -5.06819, -1.37879], [-0.61724, -7.55655, -1.38772], [0.99410, -8.35996, -3.10965], [2.20857, -6.86286, -4.63357], [1.46121, -4.45429, -4.70539], [3.73309, -7.50058, 7.12164], [3.33845, -6.58253, 6.49494], [2.84827, -5.49720, 5.77545], [3.78020, -4.73535, 5.00089], [3.27118, -3.74027, 4.15528], [1.89276, -3.58621, 3.87922], [1.00403, -4.18005, 4.85860], [1.45779, -5.18452, 5.68431], [1.52937, -2.77141, 2.68042], [2.35490, -2.80267, 1.48470], [3.50098, -3.63483, 1.21056], [4.09197, -3.10549, 0.02657], [3.40749, -1.96988, -0.29044], [2.28928, -1.78941, 0.46837], [0.40702, -1.92700, 2.68416], [-0.21367, -1.11844, 3.72516], [-1.45304, -0.76272, 3.19765], [-1.52922, -1.14678, 1.86340], [-0.38346, -1.82771, 1.50590], [4.82102, -5.03800, 4.93863], [3.96252, -3.08113, 3.64040], [-0.06698, -3.98199, 4.84099], [0.79753, -5.78728, 6.22309], [3.85421, -4.48639, 1.76633], [4.93412, -3.50965, -0.52793], [3.68355, -1.23255, -1.02688], [0.23508, -0.89493, 4.70393], [-2.16558, -0.16275, 3.72301], [-2.25393, -1.05888, 1.11717]], "atomic_forces_ev_per_a": [[-0.155, 2.345, 0.464], [0.492, -0.665, -0.486], [-2.554, -0.150, 0.282], [2.622, 2.547, 0.616], [-0.007, -0.525, -0.140], [0.128, 0.463, -1.931], [-0.463, 0.409, -1.227], [0.425, -0.131, -0.748], [0.054, -0.777, 0.216], [1.399, 0.015, 0.689], [-1.138, -0.511, -0.258], [-0.060, 1.553, -1.705], [-0.787, -0.451, 0.491], [-0.576, 0.771, 0.827], [-0.218, -0.072, 0.350], [0.591, -1.247, -0.509], [1.207, -0.786, 0.122], [-0.198, -0.567, 1.898], [-0.301, -0.332, 0.823], [1.177, 0.989, 0.859], [0.548, -0.486, -0.592], [-0.112, -0.524, 0.410], [-0.477, -0.406, 1.115], [0.340, 0.470, -1.753], [-0.338, -0.125, -0.210], [0.038, 0.558, 0.279], [0.158, 0.080, 0.093], [1.131, -0.556, -0.320], [-0.884, -0.567, 0.966], [-0.868, -1.193, 0.604], [0.403, 0.287, 1.301], [-0.460, -0.194, 0.579], [0.389, 0.790, 0.133], [-0.307, 0.455, 0.326], [-0.237, 0.192, -0.001], [-0.143, -0.019, -0.284], [0.019, 0.049, 0.526], [-0.008, 0.381, -0.489], [-0.258, -0.297, -0.616], [0.309, 0.569, -0.882], [0.297, -0.955, -0.497], [-0.450, -0.221, -0.449], [0.364, 0.424, 0.129], [-0.206, 0.177, -0.166], [-1.461, 0.001, 0.336], [0.097, 1.430, 0.343], [-0.299, -0.823, -1.116], [-0.721, -1.345, 0.018], [-2.187, -0.872, -0.354], [1.592, 1.786, 0.650], [0.751, 0.849, 0.728], [-0.756, -0.179, -0.665], [1.136, 0.331, -0.783], [-0.403, 0.976, 0.219], [-1.264, -0.927, -0.160], [0.582, -0.148, -0.384], [-1.624, -1.027, 0.589], [0.559, 0.007, 0.153], [1.021, -1.303, -1.022], [1.070, 0.521, 0.359], [0.767, 0.332, -0.949], [0.480, -1.370, 0.496], [0.252, 0.372, 0.755], [0.246, 0.247, -0.172], [-0.064, -0.175, -0.747], [0.066, -0.283, 0.741], [-0.061, -1.071, -0.592], [0.276, -0.082, 0.439], [0.757, 0.973, -0.956], [0.144, -0.399, 0.105], [-1.663, 0.651, 0.621], [0.126, 0.109, 0.126], [-1.087, 2.671, -1.876], [1.326, -3.943, 2.927], [-0.210, 2.245, -2.486], [-1.724, -0.359, 0.269], [0.094, -0.544, -0.305], [0.637, 0.502, 1.538], [0.143, 0.147, -1.971], [2.280, 0.594, -0.266], [1.003, 0.177, -0.741], [0.343, -0.524, 0.669], [-0.702, 1.258, -1.426], [0.485, -1.395, 1.505], [-1.192, 0.627, -0.314], [0.589, -1.076, 1.258], [-1.495, 1.252, 0.220], [0.399, -2.137, -1.215], [0.250, 1.099, 0.390], [2.573, -1.187, 0.706], [-0.393, 0.416, 1.602], [-0.046, 0.395, 0.446], [0.012, -0.318, -0.110], [0.221, -0.036, -0.279], [-1.066, -0.556, 0.944], [-0.193, -0.054, -0.021], [-0.074, 0.205, 0.365], [-0.220, -0.048, -0.299], [-0.507, -0.262, -0.572], [-0.384, 0.160, 0.062], [-1.369, 0.347, -0.632]], "mulliken_charge": [1.66, -1.38, 0.31, 0.17, -0.67, -0.26, -0.61, -0.25, -0.47, 1.06, -1.00, 0.78, 0.14, -0.83, -0.41, -0.38, -0.61, -0.62, 0.13, -0.91, -0.54, -1.09, -0.28, 0.64, 0.42, 0.43, 0.24, 0.30, 0.27, 0.33, 0.45, 0.42, -0.26, 0.39, 0.51, 0.45, 0.38, 0.46, 0.30, 0.19, 0.61, 0.51, 0.44, 0.24, -1.61, 0.96, -0.48, -0.83, 0.24, -1.45, 1.21, -1.09, 0.79, -1.00, -0.05, -0.29, -0.75, -0.29, -0.56, -0.21, 0.32, 0.19, 0.53, 0.54, 0.43, 0.23, 0.35, 0.48, 0.30, 0.41, 0.29, 0.44, -0.47, -0.04, 0.59, -0.75, -0.67, -0.04, -0.29, -0.88, 0.84, 0.37, -0.31, -1.39, 0.00, -0.16, -0.14, -0.54, -1.21, -0.80, -0.16, 0.41, 0.74, 0.45, 0.51, 0.70, 0.46, 0.49, 0.57, 0.52, 1.37], "e_lumo_ev": -4.4, "charge": 1, "homo_ev": -10.5}